Entry 1:
Formula: C33H38As2N11O5RbS2
Source: the OMol25 dataset
Level of theory: ωB97M-V/def2-TZVPD

Geometry as XYZ:
```
92
Properties=species:S:1:pos:R:3:forces:R:3:mulliken_charge:R:1
Rb -1.0139 -0.5985 1.3956 -0.6 0.5 -0.1 0.689
N -2.1413 2.1093 2.6444 -2.1 1.0 -1.6 -0.522
N -0.9960 1.9441 3.3701 0.9 0.4 1.3 0.388
C 0.0647 2.7444 3.2368 -1.4 0.2 -2.5 0.421
N 1.1874 2.4209 3.9193 0.3 0.7 0.7 -0.474
N -0.0527 3.6769 2.2049 1.2 0.1 2.8 -0.353
N 0.8344 4.7496 2.4216 -2.2 -1.1 -2.1 0.940
O 1.3679 4.9341 3.5071 0.6 0.6 0.2 -0.745
O 0.8953 5.4947 1.4531 0.7 0.3 0.7 -0.640
H -2.9436 1.5884 3.0759 1.1 0.5 -0.2 0.206
H -2.3390 3.1144 2.4059 0.4 -1.4 0.6 0.238
H -1.1816 1.4271 4.2310 0.4 -0.3 0.1 -0.048
H 1.4682 1.4818 3.7977 0.2 -1.1 0.1 0.273
H 1.9264 3.1064 3.8457 -0.2 -0.1 0.1 0.262
C 1.6647 -0.6538 -4.1000 1.2 0.9 0.0 -1.107
As 0.4920 0.7495 -3.2778 -0.5 0.0 1.0 0.646
C 1.2786 0.4936 -1.4581 -1.8 0.3 -0.1 -0.904
C 1.3902 2.5100 -3.5126 1.2 1.2 -0.2 0.086
C 2.7819 2.6022 -3.2722 -0.3 0.4 -0.3 -0.152
C 3.5393 3.7666 -3.3396 -1.3 0.6 -0.5 -0.874
C 2.8741 4.9661 -3.6743 -0.4 -0.6 0.3 -0.619
C 1.4839 4.9524 -3.8193 -0.3 -2.2 -0.2 -0.610
C 0.7062 3.7298 -3.7466 2.9 0.4 0.0 -0.065
As -1.1910 3.7565 -3.2658 -0.6 -1.8 1.3 1.381
C -1.0101 4.3797 -1.4026 -2.1 -0.7 -0.4 -1.572
C -1.6304 5.3088 -4.3881 -1.1 1.8 1.0 -1.453
H 2.6952 -0.4496 -3.7487 -0.2 -0.2 -0.4 0.319
H 1.6310 -0.5797 -5.2066 -0.1 -0.4 0.7 0.331
H 1.3988 -1.6388 -3.6842 -0.3 0.4 -0.4 0.325
H 2.3439 0.5747 -1.4033 0.7 -0.5 -0.2 0.315
H 0.8366 -0.4715 -1.1408 0.7 0.5 0.3 0.132
H 0.9199 1.3431 -0.8487 -0.2 -0.5 -0.1 0.313
H 3.3074 1.7332 -2.9601 0.4 -0.9 0.0 0.256
H 4.6014 3.7216 -3.1540 0.1 0.1 0.1 0.388
H 3.4011 5.9034 -3.7906 0.2 0.1 0.1 0.358
H 0.9311 5.8376 -4.0524 0.0 0.6 0.0 0.332
H -1.8112 5.0784 -1.1248 0.4 0.2 -0.1 0.449
H -0.0360 4.7554 -1.2510 1.0 0.5 0.3 0.670
H -1.2091 3.4749 -0.8036 0.3 0.3 -0.2 0.303
H -1.5583 6.2767 -3.7538 -0.1 -1.5 -0.9 0.269
H -2.6838 5.2114 -4.7133 0.5 0.0 0.2 0.374
H -0.9991 5.4532 -5.2546 0.3 -0.2 -0.2 0.450
N 7.0340 -4.8469 2.2861 1.7 -1.1 0.2 -0.489
C 5.7398 -4.4274 2.2809 -1.6 1.8 -0.1 1.063
C 5.4914 -3.0292 2.2445 0.4 0.1 0.1 -0.647
C 4.2161 -2.5051 2.0517 1.3 0.2 -0.6 -0.528
C 3.1864 -3.3840 1.9325 -2.1 -0.2 0.4 -0.107
C 3.3262 -4.7600 2.0754 -0.1 -0.2 -0.3 -0.415
C 4.6104 -5.2611 2.2495 0.5 -1.0 0.0 -0.675
S 1.5244 -2.7006 1.9825 -1.2 -0.7 -2.2 1.211
O 0.7474 -3.7358 2.6405 0.3 0.6 0.9 -0.718
O 1.6537 -1.3472 2.5096 0.1 -0.5 0.6 -0.606
N 0.8149 -2.4420 0.5599 0.7 1.1 1.1 -0.114
C 0.2416 -3.3654 -0.2026 2.0 -1.5 0.1 0.051
N 0.8733 -4.5844 -0.2817 -0.2 0.4 -0.9 -0.354
C 0.5230 -5.3394 -1.3112 -0.9 -0.8 0.1 -0.133
C -0.6751 -5.1299 -2.0532 0.9 1.5 0.3 -0.808
C -1.3025 -3.8736 -1.7648 0.2 -2.5 -1.1 -0.164
N -0.7972 -2.9978 -0.9498 -0.6 0.9 0.8 -0.136
H 7.7922 -4.1805 2.3871 -0.6 -0.2 0.0 0.179
H 7.3299 -5.8213 2.3612 -0.6 0.7 0.0 0.184
H 6.3237 -2.3366 2.3912 -0.1 -0.2 -0.3 0.193
H 4.0122 -1.4446 1.8407 0.3 -0.5 0.6 0.408
H 2.4174 -5.4017 1.9885 1.0 0.6 0.2 0.384
H 4.7915 -6.3408 2.3608 -0.3 0.4 -0.2 0.203
H 1.2097 -6.2054 -1.4554 -0.8 0.4 -0.2 0.388
H -0.9740 -5.7163 -2.9249 0.1 0.0 0.5 0.320
H -2.2533 -3.6442 -2.2335 0.1 0.3 -0.2 0.481
O -3.2864 -0.3543 3.0844 -0.2 -0.6 -0.4 -0.710
N -3.5178 -1.3666 3.8718 0.1 -1.5 0.1 0.331
C -3.7263 -2.6417 3.3400 -0.2 1.1 -0.1 -0.304
C -3.8916 -3.7381 4.1491 -0.2 -0.2 0.6 -0.737
C -3.8667 -3.5392 5.5635 -0.3 -0.2 -0.6 -0.084
C -3.6368 -2.2883 6.0831 0.1 -0.4 -0.4 -0.738
C -3.4206 -1.1828 5.2432 0.4 0.6 -0.9 0.276
S -2.9526 0.3601 5.7698 0.1 0.3 0.6 -0.498
H -3.8236 -2.6695 2.2387 0.2 0.1 0.8 0.556
H -4.0732 -4.7380 3.7026 0.2 0.9 0.4 0.323
H -4.1049 -4.3644 6.2320 0.3 0.0 -0.1 0.334
H -3.5238 -2.0964 7.1417 -0.2 -0.1 0.0 0.361
N -5.7224 -1.7143 -1.8032 1.0 1.7 -0.9 -0.733
C -5.1690 -0.7809 -2.2694 -0.4 -0.6 -0.1 0.094
C -4.5006 0.3907 -2.8209 -0.4 -0.8 0.9 0.187
C -4.6604 1.5910 -2.1153 1.4 2.1 1.0 -0.367
C -3.7778 2.7064 -2.3190 -1.4 -2.6 0.9 -0.662
C -2.7067 2.5338 -3.2344 0.2 2.2 -1.4 -0.126
C -2.5660 1.3607 -3.9936 -2.5 -1.3 -0.2 -0.434
C -3.4817 0.3310 -3.8353 0.6 0.2 0.0 -0.792
H -5.4351 1.6230 -1.3336 0.2 0.2 -0.4 0.304
H -3.8638 3.6442 -1.7898 -0.5 0.0 0.1 0.318
H -1.8716 1.3475 -4.7976 0.6 -0.2 -0.5 0.607
H -3.5024 -0.5716 -4.4350 0.4 0.1 -0.3 0.345
```
Forces are in eV/Å.

Results
gap between HOMO and LUMO (alpha / beta): 0.0864 / 0.0863 Ha
multiplicity: 1
energy relative to the best compared isomer or geometry (same formula, charge and spin): 84.8 kcal/mol
total charge: -2
HOMO level (alpha / beta): 0.0407 / 0.0408 Ha
LUMO level (alpha / beta): 3.46 / 3.46 eV

=====

Entry 2:
Formula: C33H38BBrClFN3O10
Source: the OMol25 dataset
Level of theory: ωB97M-V/def2-TZVPD

Geometry as XYZ:
```
88
Properties=species:S:1:pos:R:3:forces:R:3:mulliken_charge:R:1
C 5.4331 -1.7558 0.3812 -0.3 0.3 -0.2 -0.550
C 5.0678 -0.4712 0.1968 0.1 0.0 -0.1 -0.226
C 5.7771 0.6038 0.9379 1.4 -0.1 -0.8 0.394
O 6.8448 0.4340 1.4551 0.0 0.1 0.1 -0.542
O 5.1650 1.8200 1.0266 -0.3 -0.1 0.1 -0.321
C 3.8045 1.7985 1.4971 0.1 0.1 -0.3 -0.098
C 3.3376 3.2376 1.6778 0.4 -0.2 0.0 -0.720
C 2.3909 3.4391 2.8654 -0.5 0.7 -0.6 -1.051
C 0.9112 3.3401 2.4150 0.2 -0.5 0.5 0.288
C 0.0881 2.4046 3.2897 0.0 -0.1 -0.2 -0.499
C -1.2580 1.9502 2.6877 0.3 -0.8 0.4 -1.865
C -1.1225 1.3164 1.3268 -0.1 0.3 0.2 0.992
C -1.3293 2.0337 0.1651 0.1 -0.1 -0.2 0.253
C -1.7179 3.4911 0.1380 -0.3 0.0 -0.2 -2.137
C -0.6560 4.3894 -0.4688 0.2 0.1 -0.2 0.375
O 0.5086 4.2145 -0.4801 0.0 -0.1 0.0 -0.366
Br -1.4150 5.9666 -1.3280 0.0 0.0 0.1 -0.122
C -1.2199 1.3923 -1.0775 -0.2 -0.2 -0.1 1.177
B -1.4770 2.1071 -2.4771 0.2 0.3 -0.5 0.672
O -2.6659 1.9810 -3.1195 0.2 -0.4 0.2 -0.593
O -0.4253 2.7999 -3.0012 -0.1 0.3 0.6 -0.611
C -0.8806 0.0540 -1.1038 0.0 0.2 0.0 -0.581
C -0.6768 -0.6637 0.0532 -0.2 -0.1 0.1 0.488
C -0.3109 -2.1175 -0.0779 0.9 0.5 -0.3 -1.527
C 1.1509 -2.2067 -0.6225 -0.1 0.2 -0.1 -0.071
C 1.2230 -2.6616 -2.0818 -0.2 -0.2 0.2 -0.542
F 2.1820 -1.9308 -2.7556 0.1 -0.1 0.0 -0.310
N -0.7952 -0.0202 1.2450 0.1 -0.1 -0.1 0.335
C -0.5516 -0.7887 2.4810 0.0 -0.3 0.2 -1.255
C -1.8308 -1.4250 3.0408 -0.3 0.2 0.4 0.632
O -2.4602 -0.8922 3.8957 0.1 0.0 -0.1 -0.453
Cl -2.3316 -2.9779 2.4228 0.1 -0.1 -0.1 -0.109
H 4.6737 -2.5204 0.5061 0.1 -0.3 -1.4 0.205
H 6.4752 -2.0497 0.3955 0.1 0.2 1.5 0.273
H 4.3073 -0.1879 -0.5252 -1.0 -0.2 1.0 0.560
H 3.2045 1.2653 0.7561 -0.3 0.0 0.1 -0.090
H 3.7692 1.2564 2.4461 0.0 0.0 0.0 0.338
H 4.2308 3.8527 1.7825 0.1 -0.1 0.2 0.407
H 2.8721 3.5636 0.7472 -0.1 0.2 0.1 0.335
H 2.5845 2.7347 3.6742 0.2 0.0 0.0 0.602
H 2.5627 4.4471 3.2383 0.0 -0.1 0.3 0.326
H 0.9338 2.9324 1.4060 -0.2 0.1 -0.1 -0.375
H 0.4464 4.3261 2.3949 0.0 0.0 -0.2 0.434
H -0.1006 2.8149 4.2818 0.0 0.1 0.0 0.465
H 0.6975 1.5127 3.4640 0.1 0.0 0.0 0.327
H -1.6435 1.1817 3.3537 -0.3 0.2 0.1 0.349
H -2.0156 2.7270 2.6853 0.1 0.1 -0.2 0.752
H -1.9890 3.9125 1.1038 0.1 0.0 0.0 0.355
H -2.6101 3.5898 -0.4822 -0.1 0.0 0.0 0.739
H -2.5369 2.0977 -4.0725 -0.3 0.2 0.0 0.323
H -0.7199 3.5397 -3.5486 0.2 -0.2 -0.4 0.274
H -0.7728 -0.4616 -2.0477 -0.1 -0.1 0.0 0.524
H -0.9676 -2.5077 -0.8522 -0.3 -0.3 0.3 0.517
H -0.4129 -2.6745 0.8380 -0.2 -0.2 -0.1 0.202
H 1.7591 -2.8631 -0.0042 0.0 0.0 0.1 0.515
H 1.6123 -1.2187 -0.5903 0.1 0.0 0.1 -0.067
H 0.2758 -2.5205 -2.6058 0.0 0.1 0.0 0.280
H 1.4651 -3.7233 -2.1258 0.2 0.0 -0.2 0.362
H 0.2360 -1.5171 2.3223 -0.1 -0.1 -0.2 0.802
H -0.1969 -0.1408 3.2685 0.0 0.2 -0.1 0.141
C 4.1917 2.8807 -6.3376 0.0 0.0 0.0 -0.462
C 3.2928 2.9382 -5.2792 0.1 0.0 -0.2 -0.585
C 1.9535 2.6696 -5.5030 0.0 0.1 0.3 -0.078
C 1.5369 2.3457 -6.7778 0.0 0.0 0.0 -0.002
C 2.4112 2.2879 -7.8464 0.1 0.0 -0.2 -0.478
C 3.7508 2.5600 -7.6168 0.0 0.0 0.1 -0.440
N 0.1098 2.0449 -6.9847 0.0 0.0 0.0 0.982
O -0.6335 2.1308 -6.0149 0.0 0.0 0.0 -0.597
O -0.2517 1.7292 -8.0921 0.0 0.0 0.0 -0.579
H 5.2399 3.0854 -6.1660 0.0 0.0 0.0 0.391
H 3.6351 3.1888 -4.2847 0.0 0.0 0.0 0.462
H 1.2391 2.7035 -4.6980 0.0 0.0 0.1 0.586
H 2.0612 2.0361 -8.8365 -0.1 0.0 0.0 0.473
H 4.4531 2.5192 -8.4374 0.0 0.0 0.0 0.390
C -7.3549 -5.7775 5.0141 0.0 0.0 0.0 -0.418
C -6.2728 -4.9295 4.8163 -0.1 -0.1 0.0 -0.459
C -5.1687 -5.3672 4.1037 0.0 0.2 0.0 -0.213
C -5.1708 -6.6535 3.5963 -0.1 0.0 0.1 0.123
C -6.2348 -7.5151 3.7877 -0.1 -0.2 0.0 -0.369
C -7.3336 -7.0685 4.5039 0.0 0.1 0.0 -0.443
N -4.0111 -7.1223 2.8198 0.0 -0.1 0.0 1.017
O -3.0724 -6.3584 2.6733 0.0 0.2 0.0 -0.618
O -4.0540 -8.2436 2.3666 0.0 0.0 0.0 -0.586
H -8.2174 -5.4309 5.5674 0.0 0.0 0.0 0.383
H -6.2900 -3.9251 5.2165 0.0 0.0 0.0 0.381
H -4.3234 -4.7148 3.9477 0.1 -0.1 0.0 0.379
H -6.2111 -8.5168 3.3858 0.1 0.0 0.0 0.451
H -8.1751 -7.7285 4.6614 0.0 0.0 0.0 0.380
```
Forces are in eV/Å.

Results
gap between HOMO and LUMO: 0.2726 Ha
multiplicity: 1
total charge: +1
HOMO level: -0.4213 Ha
LUMO level: -4.05 eV

=====

Entry 3:
Formula: C33H38Cl2N9O5P2Sr
Source: the OMol25 dataset
Level of theory: ωB97M-V/def2-TZVPD

Geometry as XYZ:
```
90
Properties=species:S:1:pos:R:3:forces:R:3:mulliken_charge:R:1
Sr 0.6564 0.2750 -0.0157 0.7 3.5 9.2 0.543
Cl -1.9898 2.3263 6.7726 0.0 0.0 0.1 -0.279
C -1.3770 2.4374 5.1481 0.0 0.0 -0.1 -0.211
C -1.3035 1.2917 4.3834 0.0 0.1 0.0 -0.651
C -0.8002 1.2944 3.0705 0.1 0.1 0.0 -0.687
N -0.5077 0.1051 2.4336 0.0 -0.3 -0.5 1.376
C -1.2177 -0.9978 2.7009 0.1 0.0 0.1 -0.278
O -2.4369 -1.1202 2.8647 0.0 0.0 0.0 -0.758
C -0.3825 -2.2395 3.0275 -0.1 0.0 0.1 0.744
C -0.3949 -2.5833 4.3858 0.0 0.0 0.0 -1.256
C 0.3169 -3.6816 4.8180 0.0 0.0 0.0 -0.391
C 1.0336 -4.4235 3.8864 0.0 0.0 0.0 -1.005
C 0.9862 -4.0105 2.5701 0.0 0.0 0.0 -0.133
N 0.2985 -2.9528 2.1344 0.0 0.1 -0.1 0.380
C -0.4414 2.5445 2.5149 0.0 0.0 0.1 -0.220
C -0.4964 3.6773 3.3190 0.0 -0.1 0.1 -0.085
C -0.9484 3.6458 4.6254 0.0 -0.1 -0.1 0.150
Cl -0.9775 5.1131 5.5575 0.0 0.1 0.1 -0.283
N -0.0342 2.7508 1.1602 -0.3 -0.1 -0.5 -0.199
C -0.9683 3.4611 0.5241 0.1 -0.4 0.1 0.511
O -2.1353 3.6979 0.8793 -0.2 0.1 -0.1 -0.718
C -0.6280 4.2585 -0.7321 0.2 0.1 0.2 0.549
C -0.8311 5.6404 -0.5619 0.0 0.1 0.1 -1.228
C -0.6561 6.5026 -1.6130 -0.1 0.1 0.1 -0.426
C -0.3194 5.9693 -2.8532 0.0 0.0 -0.1 -1.117
C -0.1580 4.6075 -2.9383 0.1 -0.1 0.1 -0.055
N -0.2770 3.7489 -1.9100 0.2 0.1 0.1 0.407
H -1.6442 0.3602 4.8134 0.0 0.0 0.0 0.534
H -0.9636 -1.9761 5.0776 0.0 0.0 0.0 0.357
H 0.3219 -3.9579 5.8656 0.0 0.0 0.0 0.418
H 1.6312 -5.2779 4.1747 0.0 0.0 0.0 0.435
H 1.5437 -4.5567 1.8123 0.0 0.0 0.0 0.279
H -0.1933 4.6238 2.8902 0.0 0.0 0.0 0.433
H -1.1443 5.9840 0.4139 0.0 0.0 0.0 0.427
H -0.8013 7.5687 -1.4885 0.0 0.0 0.0 0.402
H -0.1985 6.5926 -3.7295 0.0 0.0 0.0 0.397
H 0.0590 4.1691 -3.9055 0.2 -0.2 -0.1 0.447
C 0.9306 -3.7335 -1.3307 -0.1 -0.2 0.1 -0.675
N -0.2949 -3.3014 -2.0053 0.3 0.5 -0.2 0.311
C -0.3526 -3.6453 -3.4135 -0.1 -0.2 0.0 -0.966
P -1.0132 -1.8940 -1.5210 -1.5 -1.5 -0.6 0.205
O -0.5498 -1.5962 -0.1497 -0.5 -0.7 -1.1 0.060
O -0.6774 -0.8628 -2.8043 0.5 0.0 0.4 -0.009
P -0.4206 0.7281 -2.4754 -0.7 0.3 -0.9 0.536
O -1.2289 0.9245 -1.2600 -0.4 0.9 -0.7 -0.988
N -0.8006 1.5931 -3.8000 -0.1 -0.6 0.0 1.207
C -0.4780 1.0123 -5.0983 0.1 0.2 -0.1 -1.060
C -2.0698 2.3253 -3.7516 -0.1 0.1 -0.1 -1.313
N 1.2976 0.8107 -2.1675 -0.3 -1.2 -2.4 0.088
C 2.2064 1.4344 -3.1243 0.0 0.6 0.1 -0.959
C 1.8204 -0.5710 -1.9714 0.6 -0.3 -1.4 -0.565
N -2.6534 -2.0600 -1.6057 0.2 0.5 -0.1 0.138
C -3.2888 -2.1272 -0.2682 0.0 -0.1 0.0 -1.145
C -3.4380 -1.2619 -2.5448 0.0 0.0 0.0 -0.903
H 0.9381 -4.8250 -1.2934 0.0 0.0 0.0 0.457
H 0.9443 -3.3563 -0.3079 0.0 0.0 0.0 -0.075
H 1.8281 -3.4064 -1.8697 0.0 0.0 0.0 0.290
H -0.2507 -4.7266 -3.5231 0.0 0.0 0.0 0.394
H 0.4479 -3.1604 -3.9853 0.0 0.0 0.0 0.235
H -1.3139 -3.3525 -3.8348 0.0 0.0 0.0 0.229
H 0.3967 0.3684 -5.0233 0.0 0.0 0.0 0.294
H -0.2546 1.8115 -5.8079 0.0 0.0 0.0 0.316
H -1.3121 0.4164 -5.4807 0.0 0.0 0.0 0.294
H -2.3085 2.5768 -2.7211 0.0 0.0 -0.1 0.447
H -2.8733 1.7237 -4.1862 0.0 0.0 0.0 0.307
H -1.9557 3.2523 -4.3163 -0.1 -0.1 0.0 0.412
H 1.8152 2.3879 -3.4345 -0.1 0.4 -0.1 0.183
H 2.3883 0.8040 -3.9992 0.0 0.0 0.0 0.370
H 3.1522 1.6012 -2.6082 0.0 0.0 -0.1 0.353
H 2.7997 -0.6132 -1.4929 0.0 0.5 0.0 0.182
H 1.8708 -1.0573 -2.9414 0.1 -0.3 0.0 0.534
H 1.1296 -1.1232 -1.3632 0.8 -1.3 -0.8 -0.296
H -2.7690 -2.8415 0.3653 0.0 0.0 0.0 0.300
H -4.3159 -2.4608 -0.4126 0.0 0.0 0.0 0.419
H -3.2760 -1.1593 0.2375 0.0 0.0 0.0 0.350
H -3.0235 -1.3238 -3.5491 0.0 0.0 0.0 0.232
H -3.4955 -0.2118 -2.2392 0.0 0.0 0.0 0.184
H -4.4491 -1.6688 -2.5715 0.0 0.0 0.0 0.492
N 4.8227 -4.5527 4.4442 -0.1 0.1 0.0 -0.667
C 4.3974 -3.6276 3.9025 0.1 -0.1 0.1 0.065
C 3.8700 -2.4919 3.2108 -0.1 0.1 0.0 0.408
C 3.0809 -1.5477 3.8775 0.0 0.0 0.0 -0.519
C 2.5027 -0.5059 3.1733 -0.1 0.2 0.0 0.170
C 2.6562 -0.3053 1.7842 0.4 -0.4 -0.6 -0.972
C 3.5229 -1.2527 1.1921 0.0 0.0 0.1 0.125
C 4.1074 -2.3306 1.8505 0.0 0.0 0.0 -1.009
H 2.9102 -1.6599 4.9425 0.0 0.0 0.0 0.455
H 1.8745 0.1811 3.7327 -0.1 0.0 0.0 0.454
H 3.7941 -1.1628 0.1363 0.0 0.0 0.0 0.401
H 4.7383 -3.0426 1.3271 0.0 0.0 0.0 0.415
```
Forces are in eV/Å.

Results
gap between HOMO and LUMO: 0.1826 Ha
multiplicity: 1
total charge: -1
HOMO level: -0.1314 Ha
LUMO level: 1.39 eV

=====

Number 1: maximum force 3.23 eV Å⁻¹. Number 2: maximum force 1.60 eV Å⁻¹. Number 3: maximum force 9.90 eV Å⁻¹.